Record 1
The following is a DFT calculation (ωB97M-V/def2-TZVPD) of 2 unconnected molecules or ions with the total composition CH5FNO in a non-equilibrium geometry.

Structure (XYZ):
```
9
Properties=species:S:1:pos:R:3:forces:R:3:mulliken_charge:R:1
C -1.692447 0.272448 -0.265385 -0.210 0.346 0.640 -0.020
N -0.468348 0.092079 0.039287 -3.582 -1.244 -0.894 -0.093
O 2.090117 -0.787327 -0.022603 -0.984 -0.320 -1.094 -0.238
F 1.972596 0.612236 -0.084528 0.521 0.475 -0.012 -0.156
H -2.206220 1.186928 -0.125443 0.349 1.482 0.003 0.268
H -2.428497 -0.445530 -0.578496 0.637 -1.185 -0.187 0.273
H -0.133634 -0.836647 0.027291 0.935 -1.198 -0.252 0.317
H 2.705059 -0.870348 0.689980 1.144 -0.124 1.133 0.378
H 0.161377 0.776163 0.319900 1.190 1.769 0.663 0.272
```
Positions in Å, forces in eV/Å.

Values from the calculation:
E_tot   -7361.56296 eV
HOMO level   -16.8 eV
Energy relative to the best compared isomer or geometry (same formula, charge and spin)   8.3 kcal/mol
Charge   +1

=====

Record 2
The following is a DFT calculation (ωB97M-V/def2-TZVPD) of a molecular structure, C35H55ClMoOP4Si in a non-equilibrium geometry.

Structure (XYZ):
```
98
Properties=species:S:1:pos:R:3:forces:R:3:mulliken_charge:R:1
P -2.658974 -4.287540 0.099345 0.618 1.553 0.413 1.930
C -4.236941 -4.137434 0.935269 -0.454 -0.147 0.151 0.436
C -5.416669 -4.611262 0.333223 0.213 -0.010 0.094 0.012
H -5.384886 -5.013970 -0.683278 -0.081 0.124 0.359 0.376
C -6.615660 -4.580515 1.043199 0.056 0.108 0.142 -0.749
H -7.528416 -4.956275 0.576782 0.289 0.137 0.177 0.435
C -6.643836 -4.073176 2.347944 0.278 0.028 -0.161 -0.483
H -7.582649 -4.047333 2.899877 0.239 -0.025 -0.137 0.413
C -5.471845 -3.592128 2.947272 0.065 -0.049 -0.215 -0.753
H -5.488323 -3.198002 3.964727 -0.042 -0.120 -0.334 0.419
C -4.267721 -3.621331 2.242948 -0.025 -0.132 -0.139 -0.786
H -3.342552 -3.262325 2.702150 -0.341 -0.072 -0.034 0.378
C -2.927223 -4.512109 -1.660765 -0.127 -0.449 -0.474 -0.034
C -3.645230 -3.526945 -2.364751 0.105 -0.040 -0.014 0.017
H -4.131628 -2.709615 -1.819333 0.288 -0.273 -0.220 0.658
C -3.747087 -3.601289 -3.753760 -0.070 -0.063 0.299 -0.913
H -4.275625 -2.813350 -4.295577 0.131 -0.335 0.137 0.471
C -3.197240 -4.694322 -4.431712 0.168 -0.036 0.001 -0.633
H -3.292893 -4.761243 -5.518181 0.011 -0.002 0.364 0.458
C -2.534836 -5.705264 -3.729295 -0.014 0.104 -0.047 -0.879
H -2.130809 -6.572292 -4.253896 -0.147 0.269 0.106 0.473
C -2.387315 -5.614778 -2.344719 -0.220 0.200 0.172 -0.445
H -1.889720 -6.416666 -1.788333 -0.106 0.315 -0.221 0.438
C -1.697025 -5.622808 0.819309 0.076 -0.603 0.245 0.447
C -2.357579 -6.820366 1.160471 0.183 0.094 -0.110 -0.667
H -3.426787 -6.924681 0.959389 0.300 -0.014 0.115 0.468
C -1.647029 -7.865180 1.748678 0.067 0.142 -0.051 -0.687
H -2.162443 -8.793268 2.000708 0.179 0.292 -0.052 0.420
C -0.280621 -7.718790 2.018565 -0.039 0.221 -0.092 -0.611
H 0.271501 -8.532590 2.488561 -0.167 0.206 -0.125 0.410
C 0.379821 -6.528185 1.696100 -0.237 -0.014 -0.118 -0.808
H 1.443962 -6.398677 1.906572 -0.372 -0.124 -0.031 0.446
C -0.325182 -5.482433 1.095564 -0.169 0.002 0.028 0.837
H 0.184730 -4.549197 0.848094 -0.176 -0.285 0.149 -0.633
Mo -0.222496 -0.286212 -0.033632 1.274 1.501 0.731 -2.382
C 0.984181 -0.691607 -1.765162 0.211 -0.539 -0.420 0.040
C 0.809928 -1.858276 -2.449205 0.370 0.625 0.277 -0.020
H 1.746438 0.039172 -2.097575 -0.278 -0.610 -0.372 0.296
C -0.194966 -2.852959 -1.892883 -0.544 -0.818 -0.148 1.806
O 0.515968 -4.090531 -1.630173 -0.321 -0.018 -0.074 -0.790
H -0.093064 -4.768638 -1.277780 0.280 0.493 -0.347 0.248
C -0.814162 -2.277756 -0.648861 0.827 1.777 0.215 0.546
H -0.999811 -3.046101 -2.637278 0.341 0.044 0.200 -0.742
C -1.705643 -2.676599 0.253494 -1.077 -2.003 -0.271 0.161
Cl -1.441832 0.263040 2.086247 -0.197 -0.441 -0.104 -0.483
P 1.819482 -0.520368 1.450817 0.373 -1.096 0.735 0.797
P -1.708754 1.141832 -1.252841 -1.359 -0.022 -0.840 1.117
C 2.112782 0.400020 3.001641 0.042 0.070 -0.043 -1.147
H 1.166790 0.543996 3.536739 0.163 -0.018 -0.195 0.332
H 2.569033 1.378355 2.807498 -0.108 -0.223 0.052 0.278
H 2.795865 -0.199872 3.618534 -0.133 0.193 -0.128 0.557
C 1.536923 -2.207851 2.115483 0.019 -0.288 0.121 -1.264
H 1.684207 -2.950638 1.321140 -0.039 0.243 0.092 0.083
H 0.518632 -2.311593 2.510408 0.233 0.136 -0.073 0.260
H 2.260745 -2.397208 2.920718 -0.153 -0.001 -0.156 0.696
C 3.483506 -0.729761 0.737428 0.128 0.033 0.050 -1.256
H 3.860003 0.202354 0.302111 -0.011 -0.272 0.168 0.271
H 3.446284 -1.499614 -0.043284 -0.025 0.183 0.159 0.173
H 4.155792 -1.057185 1.542922 -0.061 0.095 -0.283 0.467
C -2.134830 2.874014 -0.870525 0.108 0.022 0.151 -1.312
H -1.365985 3.558844 -1.249009 -0.144 -0.122 0.109 0.409
H -2.239387 3.011249 0.212320 0.035 -0.072 -0.237 0.253
H -3.093729 3.098551 -1.358430 0.302 0.015 0.102 0.581
C -1.451276 1.189013 -3.059965 -0.023 0.082 -0.117 -1.341
H -1.456388 0.167744 -3.460871 0.015 0.211 0.135 0.165
H -0.481896 1.648499 -3.289655 -0.206 -0.057 0.012 0.298
H -2.255436 1.770763 -3.531066 0.224 -0.121 0.050 0.503
C -3.356161 0.356916 -1.121104 -0.303 0.056 -0.088 -1.100
H -3.579359 0.132939 -0.070820 0.060 0.094 -0.201 0.358
H -3.372368 -0.578482 -1.693989 0.085 0.207 0.134 -0.091
H -4.114864 1.043631 -1.520087 0.053 -0.241 0.078 0.625
P 1.722168 -2.305135 -3.948632 -0.985 0.156 1.547 1.471
C 2.542888 -0.848907 -4.593177 0.223 0.083 -0.385 -1.221
C 0.472712 -2.926692 -5.083093 0.205 -0.088 -0.515 -1.170
H 3.291390 -0.480689 -3.875050 -0.283 -0.178 -0.229 0.380
H 1.809958 -0.054534 -4.802522 0.217 -0.323 0.112 0.380
H 3.052119 -1.121128 -5.531019 -0.104 0.146 0.282 0.434
H -0.034460 -3.797904 -4.643904 0.220 0.247 -0.070 0.215
H 0.947864 -3.219078 -6.030063 -0.233 0.019 0.181 0.513
H -0.267697 -2.136187 -5.276645 0.256 -0.218 0.074 0.375
C 2.888913 -3.586792 -3.492520 0.329 -0.204 -0.436 -1.279
H 3.609886 -3.177746 -2.770604 -0.221 -0.079 -0.229 0.406
H 3.420634 -3.942198 -4.385992 -0.038 -0.004 0.278 0.477
H 2.329875 -4.405036 -3.017954 0.170 0.297 -0.186 0.327
H -1.953450 -2.037978 1.109922 -0.149 -0.373 -0.158 0.013
C 2.508502 2.519126 -0.772148 -0.315 0.040 0.315 -1.254
Si 1.017106 1.733108 0.123427 0.216 -0.013 -0.636 0.330
C 0.403771 3.528390 2.493887 -0.271 -0.032 0.413 -0.450
C 0.067842 4.502050 1.368874 0.027 0.330 0.220 -0.704
H 3.404429 1.885435 -0.726340 -0.201 0.196 -0.129 0.389
H 2.735667 3.492258 -0.305272 0.017 -0.341 -0.228 0.401
H 2.244370 2.693001 -1.827192 0.119 -0.057 0.184 0.380
H 1.473023 3.284807 2.531733 -0.127 0.129 -0.060 0.107
H 0.148596 3.968363 3.468233 0.092 -0.005 -0.238 0.473
H -0.164076 2.587929 2.427688 0.163 0.289 -0.011 0.099
H 0.576803 5.460134 1.529017 -0.128 -0.155 -0.085 0.375
H 0.378886 4.150667 0.372988 -0.055 0.023 0.119 -0.013
H -1.009020 4.697487 1.321124 0.211 -0.008 0.015 0.295
```
Positions in Å, forces in eV/Å.

Values from the calculation:
E_tot   -98631.79124 eV
HOMO level (alpha / beta)   -11.8 / -11.3 eV
Spin multiplicity   3
Expectation value of S²   2.33
Energy relative to the best compared isomer or geometry (same formula, charge and spin)   0.0 kcal/mol
Charge   +2

=====

Record 3
The following is a DFT calculation (ωB97M-V/def2-TZVPD) of C5H8N2 in the gas phase in a non-equilibrium geometry.

Structure (XYZ):
```
15
Properties=species:S:1:pos:R:3:forces:R:3:mulliken_charge:R:1
C -0.588996 0.354767 -1.951361 0.529 1.545 -0.466 -1.076
C -0.337623 -0.635642 -0.923846 0.251 -0.820 -1.296 -0.039
C 0.980807 -0.438526 -0.247718 0.005 0.337 -0.024 -0.555
N 0.797299 -0.976156 1.096237 0.284 0.060 0.320 -0.402
C -0.506476 -0.511549 1.528153 -0.697 -1.114 -0.300 -0.482
C -0.607820 0.922658 1.755635 -0.096 2.334 -0.011 0.461
N -0.635123 2.087572 1.817123 0.043 -2.019 -0.032 -0.476
H -0.371460 1.332965 -1.482739 -0.125 0.103 -0.089 0.274
H 0.193255 0.334570 -2.728461 0.329 -0.245 0.240 0.335
H -1.504764 0.480847 -2.530187 -0.362 -0.774 0.545 0.322
H -1.137317 -0.842601 0.586443 0.357 0.713 1.206 0.317
H 1.294251 0.628975 -0.221217 -0.094 -0.172 -0.047 0.332
H 1.782277 -0.976284 -0.779489 -0.376 -0.023 -0.125 0.373
H 1.538966 -0.669189 1.718199 -0.109 -0.091 -0.033 0.266
H -0.897278 -1.092407 2.363229 0.061 0.165 0.112 0.350
```
Positions in Å, forces in eV/Å.

Values from the calculation:
E_tot   -8290.01900 eV
HOMO level (alpha / beta)   -8.5 / -8.5 eV
Energy relative to the best compared isomer or geometry (same formula, charge and spin)   114.8 kcal/mol